No. 1
Entry from the OMol25 dataset: a molecular structure, C3H6Cl2NO4S2 (ωB97M-V/def2-TZVPD).

Last column: Löwdin charge in e.
CARTESIAN COORDINATES (ANGSTROEM)
C  1.898  -1.301  -0.052  -0.15
C  1.116  -0.158  -0.680  -0.78
Cl  2.194  0.675  -1.852  0.58
C  0.542  0.779  0.392  -0.78
Cl  1.702  2.009  0.943  0.61
S  -0.972  1.634  -0.185  0.41
O  -0.555  2.442  -1.296  -0.34
O  -1.491  2.307  0.981  -0.35
N  -1.907  0.476  -0.708  -0.36
S  -2.282  -0.705  0.282  0.50
O  -3.695  -0.978  0.260  -0.37
O  -1.390  -1.833  0.113  -0.38
H  2.853  -0.949  0.338  0.07
H  2.091  -2.069  -0.800  0.08
H  1.311  -1.760  0.744  0.07
H  0.298  -0.548  -1.278  0.08
H  0.311  0.190  1.278  0.07
H  -2.024  -0.210  1.519  0.06

Summary:
- lowest unoccupied orbital energy (eV) = 3.12
- total charge = -1
- energy above the lowest of the compared OMol25 structures with the same formula, charge and spin (kJ/mol) = 11.0
- frontier orbital gap (eV) = 9.3


No. 2
Entry from the OMol25 dataset: 3 unconnected molecules or ions with the total composition C3H6Cl2O3 (ωB97M-V/def2-TZVPD).

Last column: Löwdin charge in e.
CARTESIAN COORDINATES (ANGSTROEM)
C  -0.965  0.553  0.134  0.00
C  -0.003  -0.362  0.174  -0.28
C  2.407  2.028  0.424  -0.99
O  0.310  -1.118  -0.911  -0.04
O  1.227  2.587  0.438  0.04
O  2.676  0.931  0.054  0.05
Cl  -2.146  -3.043  -1.262  0.29
Cl  3.604  3.144  1.021  0.73
H  -1.542  0.707  -0.760  0.08
H  -1.272  1.079  1.019  0.08
H  0.573  -0.550  1.073  0.13
H  -1.160  -2.216  -1.203  -0.29
H  0.512  1.954  0.162  0.08
H  1.183  -1.511  -0.808  0.12

Summary:
- lowest unoccupied orbital energy (eV) = 0.47
- energy above the lowest of the compared OMol25 structures with the same formula, charge and spin (kJ/mol) = 0.0
- frontier orbital gap (eV) = 10.8


No. 3
Entry from the OMol25 dataset: 2 unconnected molecules or ions with the total composition C3H6Cl2OSi (ωB97M-V/def2-TZVPD).

Last column: Löwdin charge in e.
CARTESIAN COORDINATES (ANGSTROEM)
C  0.643  -1.302  1.076  -0.09
C  0.996  -0.290  0.042  -0.33
C  0.963  -0.289  -1.276  -1.18
O  -1.306  0.468  -0.951  -0.47
Si  -1.864  1.547  -0.050  0.66
Cl  1.344  1.220  -2.045  0.62
Cl  0.737  -1.643  -2.347  0.62
H  1.388  -1.604  1.761  0.05
H  0.152  -2.214  0.676  0.08
H  1.100  0.757  0.325  0.06
H  -0.734  2.346  0.701  -0.03
H  -0.219  -0.889  1.670  0.08
H  -3.200  1.893  0.418  -0.09

Summary:
- lowest unoccupied orbital energy (eV) = -0.70
- energy above the lowest of the compared OMol25 structures with the same formula, charge and spin (kJ/mol) = 453.4
- frontier orbital gap (eV) = 7.9


No. 4
Entry from the OMol25 dataset: 3 unconnected molecules or ions with the total composition C3H6Cl6 (ωB97M-V/def2-TZVPD).

Last column: Löwdin charge in e.
CARTESIAN COORDINATES (ANGSTROEM)
C  4.428  -7.056  3.774  -1.00
Cl  4.339  -7.152  5.534  0.51
Cl  4.154  -5.417  3.176  0.52
H  5.404  -7.363  3.472  0.01
H  3.639  -7.722  3.416  0.03
C  5.331  -3.795  6.435  -1.08
Cl  3.658  -4.009  6.931  0.51
Cl  6.451  -3.252  7.664  0.57
H  5.648  -4.732  5.994  -0.07
H  5.332  -3.027  5.694  0.01
C  8.895  -5.377  6.378  -1.07
Cl  7.588  -6.552  6.377  0.52
Cl  10.451  -6.036  6.857  0.52
H  9.020  -4.914  5.380  0.05
H  8.577  -4.624  7.090  -0.04

Summary:
- lowest unoccupied orbital energy (eV) = 0.60
- energy above the lowest of the compared OMol25 structures with the same formula, charge and spin (kJ/mol) = 10.5
- frontier orbital gap (eV) = 11.4


No. 5
Entry from the OMol25 dataset: a single C3H6ClFN2S molecule (ωB97M-V/def2-TZVPD).

Last column: Löwdin charge in e.
CARTESIAN COORDINATES (ANGSTROEM)
C  0.284  -0.846  1.502  -0.17
C  0.928  -0.015  0.424  -0.76
C  0.097  1.090  -0.043  -0.58
H  0.776  -1.830  1.982  0.13
H  0.132  -0.151  2.372  0.10
H  -0.761  -1.326  1.170  0.00
H  -0.035  2.824  -0.649  0.04
H  -1.517  1.627  -1.165  0.20
H  -2.355  -1.401  -0.786  -0.10
N  0.615  2.203  -0.239  0.19
N  -1.289  0.923  -0.257  -0.41
F  2.275  0.236  0.604  0.00
S  -2.265  -0.365  0.146  0.74
Cl  0.964  -1.135  -1.090  0.61

Summary:
- lowest unoccupied orbital energy (eV) = 0.22
- energy above the lowest of the compared OMol25 structures with the same formula, charge and spin (kJ/mol) = 253.6
- frontier orbital gap (eV) = 9.7


No. 6
Entry from the OMol25 dataset: a single C3H6ClFS molecule (ωB97M-V/def2-TZVPD).

Last column: Löwdin charge in e.
CARTESIAN COORDINATES (ANGSTROEM)
C  -1.201  0.490  -0.331  -0.18
C  0.053  -0.376  -0.363  -0.84
C  1.355  0.299  0.009  -0.68
H  -1.132  1.656  -0.605  0.13
H  -1.923  -0.130  -0.782  0.04
H  -1.610  0.627  0.782  0.09
H  0.150  -0.645  -1.442  0.12
H  -1.062  -1.047  1.561  -0.01
H  1.673  1.089  -0.570  0.08
F  1.271  0.801  1.268  -0.03
S  -0.332  -1.830  0.510  0.75
Cl  2.757  -0.933  -0.037  0.55

Summary:
- lowest unoccupied orbital energy (eV) = 0.72
- energy above the lowest of the compared OMol25 structures with the same formula, charge and spin (kJ/mol) = 102.0
- frontier orbital gap (eV) = 10.1


No. 7
Entry from the OMol25 dataset: a single C3H6ClN molecule (ωB97M-V/def2-TZVPD).

Last column: Löwdin charge in e.
CARTESIAN COORDINATES (ANGSTROEM)
C  -0.203  0.744  0.269  -0.71
C  0.972  -0.173  0.352  -0.23
C  -0.806  -0.230  -0.698  -0.27
H  -0.639  0.929  1.246  0.10
H  1.266  -0.470  1.370  0.12
H  1.857  0.280  -0.037  0.08
H  -0.095  -1.754  0.297  0.07
H  -1.052  0.046  -1.761  0.13
H  -1.766  -0.493  -0.222  0.11
N  0.208  -1.202  -0.452  -0.01
Cl  0.258  2.323  -0.364  0.61

Summary:
- lowest unoccupied orbital energy (eV) = 0.88
- energy above the lowest of the compared OMol25 structures with the same formula, charge and spin (kJ/mol) = 87.2
- frontier orbital gap (eV) = 10.5


No. 8
Entry from the OMol25 dataset: a single C3H6ClN molecule (ωB97M-V/def2-TZVPD).

Last column: Löwdin charge in e.
CARTESIAN COORDINATES (ANGSTROEM)
C  0.662  0.414  -0.480  -0.27
C  -0.228  -0.054  0.610  -0.20
C  -0.299  -1.059  1.532  -0.56
H  -0.499  0.041  -2.162  0.05
H  -0.582  1.507  -1.445  0.01
H  1.549  -0.165  -0.788  0.09
H  1.450  1.260  -0.211  0.14
H  -1.066  0.614  0.613  0.08
H  0.695  -1.689  1.779  0.11
N  0.012  0.856  -1.851  0.01
Cl  -1.693  -1.723  2.403  0.54

Summary:
- lowest unoccupied orbital energy (eV) = 0.90
- energy above the lowest of the compared OMol25 structures with the same formula, charge and spin (kJ/mol) = 155.6
- frontier orbital gap (eV) = 10.4